ORCA calculation (ωB97M-V/def2-TZVPD) on a 2-piece molecular cluster, C3H4BrNO overall at a distorted geometry.

```
10
Properties=species:S:1:pos:R:3:forces:R:3
C -1.622787 -0.150677 0.803194 1.8 2.1 0.0
C -0.831110 0.392558 -0.209861 -2.8 -2.2 -0.6
C 0.297297 1.139657 -0.230033 1.1 -0.6 -0.2
N 1.612482 -0.973122 -0.118495 -2.4 -0.3 -0.2
O 1.051800 1.999643 -0.360066 0.0 0.3 0.2
Br 3.373703 -0.557790 0.062886 0.1 -0.1 -0.8
H -2.510660 -0.647636 0.469356 -0.2 -0.4 0.4
H -1.426872 0.207382 1.827566 -0.5 -0.7 -0.5
H -1.178912 -0.034900 -1.195894 1.0 1.0 0.6
H 1.235061 -1.375119 -1.048657 1.9 0.9 1.2
```
Forces are in eV/Å.

Its relative energy (zero: lowest compared OMol25 entry of this formula, charge and spin) is 113.1 kcal/mol. The calculation puts the HOMO energy (alpha / beta) at -7.2 / -8.9 eV. As for the spin multiplicity: 1. As for the gap between HOMO and LUMO (alpha / beta): 6.35 / 8.69 eV. Its total charge is 0.